(1)
Here is a cluster of 2 separate species, C8H12O2 in total at a distorted geometry from the Open Molecules 2025 dataset. Energies are from ωB97M-V/def2-TZVPD.

Each line ends with the natural charge from an NBO analysis.
Positions of all 22 atoms, in Å:
C  -0.9090  1.9420  0.6066  -0.639
C  0.1505  1.1663  -0.1281  -0.032
C  -0.0698  0.7067  -1.4237  -0.186
C  0.8631  -0.0997  -2.0477  -0.233
C  2.0840  -0.3501  -1.4201  0.278
O  3.0648  -0.9810  -2.1636  -0.679
C  2.2993  0.0722  -0.1204  -0.283
C  1.3210  0.8198  0.5355  -0.207
H  -1.8793  1.5016  0.3292  0.213
H  -1.0650  3.0221  0.5543  0.226
H  -0.9149  1.7061  1.6821  0.209
H  -0.9801  0.9436  -1.9659  0.214
H  0.7083  -0.5722  -3.0132  0.224
H  3.5500  -1.5689  -1.5582  0.476
H  3.2772  -0.1519  0.2992  0.209
H  1.3636  0.9165  1.6101  0.209
C  -2.5073  -1.4577  1.4225  -0.249
O  -1.3390  -1.7169  0.6519  -0.727
H  -3.0384  -2.4008  1.5967  0.167
H  -3.1493  -0.7556  0.9012  0.174
H  -2.2659  -1.1383  2.4434  0.166
H  -0.5638  -1.6038  1.2084  0.471

Results
SMILES	Cc1ccc(O)cc1.CO
frontier orbital gap	9.3	eV
relative energy (zero: lowest compared OMol25 entry of this formula, charge and spin)	17.29	kcal/mol
HOMO energy	-0.31236	hartree

---

(2)
Here is the molecule C5H6FN3O at a distorted geometry from the Open Molecules 2025 dataset. Energies are from ωB97M-V/def2-TZVPD.

Each line ends with the natural charge from an NBO analysis.
Positions of all 16 atoms, in Å:
C  -1.7530  0.5760  -2.6209  -0.688
C  -0.6582  0.6516  -1.6075  0.433
F  0.3142  1.5192  -1.7622  -0.310
C  -0.5234  -0.4120  -0.3768  -0.144
N  0.3976  -0.2665  0.6470  -0.300
N  1.4680  0.5916  0.6871  -0.254
C  2.0221  0.4125  1.8075  0.185
N  1.5489  -0.6772  2.4727  -0.601
C  0.4191  -1.1121  1.7573  0.728
O  -0.2224  -2.1123  2.0899  -0.632
H  -1.3460  0.2905  -3.5950  0.232
H  -2.3059  -0.2473  -2.3334  0.233
H  -2.3474  1.6537  -2.5782  0.231
H  -1.3933  -1.0167  -0.0320  0.239
H  2.8372  1.1036  2.0407  0.220
H  1.5426  -0.9545  3.4038  0.427

Results
SMILES	C/C(F)=C/n1nc[nH]c1=O
frontier orbital gap (alpha / beta)	8.3 / 8.3	eV
relative energy (zero: lowest compared OMol25 entry of this formula, charge and spin)	0.00	kcal/mol
HOMO energy (alpha / beta)	-0.27949 / -0.27953	hartree

---

(3)
Here is a structure of composition C50H40Cl4GeN4P2PdSe2 from the Open Molecules 2025 dataset. Energies are from ωB97M-V/def2-TZVPD.

Each line ends with the Löwdin charge.
Positions of all 104 atoms, in Å:
Pd  0.3368  0.6702  -0.0371  0.141
Se  -6.3426  2.6903  2.4554  0.256
P  -5.3719  3.0844  0.6222  0.526
C  -5.2810  4.8801  0.3136  -0.337
C  -5.9031  5.4802  -0.7746  -0.075
C  -5.8698  6.8622  -0.9283  -0.092
C  -5.2183  7.6493  0.0053  -0.099
C  -4.6055  7.0542  1.1022  -0.083
C  -4.6412  5.6806  1.2611  -0.110
C  -6.2505  2.4591  -0.8406  -0.373
C  -5.6025  2.4330  -2.0738  -0.092
C  -6.2921  2.0489  -3.2131  -0.080
C  -7.6275  1.6801  -3.1233  -0.083
C  -8.2757  1.7018  -1.8958  -0.079
C  -7.5894  2.0971  -0.7557  -0.118
C  -3.6753  2.5268  0.4660  -0.427
C  -3.0197  1.3011  0.2582  -0.439
N  -1.6985  1.6144  0.2628  -0.158
N  -1.5603  2.9152  0.4809  -0.104
N  -2.7296  3.4779  0.6169  -0.011
P  -3.3344  -0.4779  0.0483  1.065
Se  -0.0749  -1.4787  -0.7738  0.689
C  -4.0174  -0.5688  -1.6464  -0.369
C  -5.0876  -1.3776  -2.0211  -0.089
C  -5.4110  -1.5495  -3.3621  -0.095
C  -4.6675  -0.9250  -4.3506  -0.112
C  -3.5939  -0.1187  -3.9891  -0.100
C  -3.2711  0.0533  -2.6538  -0.124
C  -4.7010  -0.9653  1.1600  -0.368
C  -4.3153  -1.7851  2.2232  -0.106
C  -5.2486  -2.2439  3.1419  -0.088
C  -6.5852  -1.8986  3.0014  -0.093
C  -6.9818  -1.0938  1.9436  -0.099
C  -6.0449  -0.6307  1.0334  -0.136
H  -6.4207  4.8811  -1.5114  0.096
H  -6.3584  7.3161  -1.7813  0.097
H  -5.1887  8.7252  -0.1154  0.096
H  -4.0977  7.6641  1.8384  0.100
H  -4.1693  5.2187  2.1170  0.094
H  -4.5556  2.7054  -2.1373  0.115
H  -5.7798  2.0156  -4.1653  0.102
H  -8.1600  1.3644  -4.0120  0.100
H  -9.3155  1.4084  -1.8235  0.100
H  -8.0750  2.1222  0.2133  0.065
H  -5.6719  -1.8859  -1.2659  0.096
H  -6.2504  -2.1800  -3.6303  0.098
H  -4.9166  -1.0668  -5.3951  0.095
H  -2.9995  0.3704  -4.7514  0.101
H  -2.4271  0.6790  -2.3794  0.095
H  -3.2710  -2.0579  2.3253  0.079
H  -4.9307  -2.8735  3.9634  0.098
H  -7.3160  -2.2532  3.7178  0.097
H  -8.0196  -0.8027  1.8370  0.102
H  -6.3667  -0.0079  0.2140  0.076
Cl  -0.7618  4.9550  -2.0964  0.514
C  0.6613  4.8486  -1.0691  -0.980
Cl  1.2618  3.1882  -0.8404  0.590
H  0.4292  5.2548  -0.0920  0.027
H  1.4674  5.3864  -1.5535  0.018
Cl  -0.5292  -0.4446  2.5126  0.695
C  0.5704  -1.7816  2.6563  -0.592
C  1.2074  -1.9027  3.8834  -0.150
C  2.0216  -2.9839  4.1575  -0.111
C  2.1750  -3.9697  3.1912  -0.134
C  1.5343  -3.8443  1.9779  -0.624
Cl  1.7709  -5.1055  0.8074  0.675
C  0.7233  -2.7299  1.6182  -0.482
N  0.1566  -2.7745  0.3808  -0.426
H  1.0444  -1.1283  4.6205  0.101
H  2.5211  -3.0662  5.1134  0.099
H  2.7903  -4.8412  3.3683  0.097
C  3.3298  -1.9159  -0.3322  -0.235
Ge  2.6151  -0.0840  -0.2493  0.783
C  3.4108  0.6924  1.3929  -0.315
C  3.6895  2.0513  1.5465  -0.130
C  4.2261  2.5467  2.7272  -0.094
C  4.4907  1.6901  3.7875  -0.102
C  4.2203  0.3358  3.6536  -0.091
C  3.6892  -0.1541  2.4672  -0.118
C  3.3662  0.7328  -1.8933  -0.267
C  2.5033  0.9680  -2.9337  -0.163
C  2.9441  1.4694  -4.1786  -0.078
C  4.2646  1.7417  -4.3753  -0.047
C  5.2048  1.5107  -3.3408  -0.172
C  6.5827  1.7762  -3.5371  -0.051
C  7.4923  1.5393  -2.5473  -0.097
C  7.0589  1.0226  -1.3086  -0.083
C  5.7352  0.7618  -1.0907  -0.042
C  4.7588  0.9975  -2.0938  -0.165
H  4.3778  -1.8306  -0.6295  0.021
H  2.8027  -2.5026  -1.0834  0.009
H  3.2818  -2.4505  0.6137  -0.008
H  3.5023  2.7354  0.7299  0.060
H  4.4383  3.6052  2.8183  0.097
H  4.9044  2.0761  4.7110  0.094
H  4.4194  -0.3449  4.4730  0.098
H  3.4829  -1.2154  2.3925  0.078
H  1.4425  0.7818  -2.7951  0.065
H  2.2237  1.6407  -4.9689  0.101
H  4.6187  2.1326  -5.3227  0.105
H  6.9002  2.1707  -4.4959  0.105
H  8.5430  1.7446  -2.7097  0.095
H  7.7788  0.8332  -0.5222  0.099
H  5.4247  0.3765  -0.1298  0.087

Results
⟨S²⟩	0.762
frontier orbital gap (alpha / beta)	6.6 / 6.9	eV
net charge	-1
relative energy (zero: lowest compared OMol25 entry of this formula, charge and spin)	3.99	kcal/mol
HOMO energy (alpha / beta)	-0.16354 / -0.19388	hartree
2S+1	2

---

(4)
Here is a structure of composition C65H45CoI4N4Sb at a distorted geometry from the Open Molecules 2025 dataset. Energies are from ωB97M-V/def2-TZVPD.

Each line ends with the Löwdin charge.
Positions of all 120 atoms, in Å:
Co  -1.3485  0.1104  -0.0198  0.549
I  -2.9155  6.7405  6.9677  0.901
C  -2.5605  5.3614  5.4508  -0.740
C  -3.3688  4.2378  5.3395  -0.134
C  -3.1201  3.3162  4.3336  -0.024
C  -2.0824  3.5161  3.4264  -0.206
C  -1.2847  4.6509  3.5500  -0.037
C  -1.5149  5.5712  4.5625  -0.137
C  -1.8288  2.5091  2.3647  -0.055
C  -1.4989  1.2084  2.7733  -0.227
C  -1.1586  0.8698  4.1297  0.022
C  -0.8789  -0.4482  4.1369  0.015
C  -1.0877  -0.9145  2.7936  -0.227
C  -1.1233  -2.2501  2.4295  -0.045
C  -0.9841  -3.2823  3.4910  -0.192
C  0.0043  -4.2641  3.4131  -0.029
C  0.1405  -5.2202  4.4074  -0.136
C  -0.7372  -5.2161  5.4830  -0.740
I  -0.5488  -6.6566  6.9720  0.902
C  -1.7419  -4.2636  5.5687  -0.133
C  -1.8561  -3.2993  4.5787  -0.026
C  -1.3643  -2.6771  1.1064  -0.229
N  -1.3792  -1.8738  0.0121  0.069
C  -1.5814  -2.7176  -1.0465  -0.213
C  -1.5586  -2.3375  -2.3862  -0.035
C  -1.7246  -3.3731  -3.4329  -0.194
C  -2.7710  -3.2721  -4.3485  -0.025
C  -2.9509  -4.2361  -5.3279  -0.135
C  -2.0649  -5.3013  -5.4078  -0.739
I  -2.3114  -6.7411  -6.8895  0.900
C  -1.0127  -5.4135  -4.5094  -0.133
C  -0.8523  -4.4548  -3.5212  -0.027
C  -1.3933  -1.0067  -2.8061  -0.226
C  -1.1883  -0.6232  -4.1760  0.011
C  -1.1462  0.7258  -4.1954  0.013
C  -1.3332  1.1557  -2.8373  -0.228
N  -1.4260  0.0786  -1.9935  0.073
C  -1.5141  2.4795  -2.4604  -0.057
C  -1.6910  2.8885  -1.1287  -0.228
C  -2.0425  4.2287  -0.7560  0.026
C  -2.1722  4.2327  0.5885  0.024
C  -1.8821  2.8968  1.0281  -0.216
N  -1.6161  2.0807  -0.0383  0.077
C  -1.6250  3.5092  -3.5303  -0.205
C  -0.7352  4.5785  -3.5963  -0.033
C  -0.8497  5.5354  -4.5953  -0.135
C  -1.8720  5.4297  -5.5276  -0.739
I  -2.0484  6.8601  -7.0299  0.900
C  -2.7782  4.3805  -5.4651  -0.133
C  -2.6482  3.4228  -4.4698  -0.025
C  -1.7827  -4.0614  -0.5921  0.025
C  -1.6336  -4.0385  0.7507  0.019
N  -1.4009  0.1296  1.9576  0.073
H  -4.1869  4.0812  6.0295  0.098
H  -3.7468  2.4365  4.2443  0.129
H  -0.4663  4.8118  2.8577  0.120
H  -0.8837  6.4456  4.6563  0.098
H  -1.1179  1.5591  4.9577  0.126
H  -0.5457  -1.0447  4.9708  0.126
H  0.6858  -4.2745  2.5720  0.105
H  0.9224  -5.9656  4.3414  0.098
H  -2.4337  -4.2709  6.3999  0.099
H  -2.6498  -2.5648  4.6400  0.128
H  -3.4658  -2.4427  -4.2813  0.129
H  -3.7771  -4.1566  -6.0213  0.099
H  -0.3215  -6.2424  -4.5781  0.097
H  -0.0246  -4.5323  -2.8267  0.094
H  -1.0793  -1.2986  -5.0092  0.125
H  -1.0023  1.3716  -5.0471  0.124
H  -2.1923  5.0470  -1.4416  0.122
H  -2.4574  5.0528  1.2277  0.121
H  0.0515  4.6681  -2.8585  0.107
H  -0.1480  6.3572  -4.6425  0.098
H  -3.5852  4.3105  -6.1820  0.099
H  -3.3573  2.6042  -4.4172  0.130
H  -2.0180  -4.9082  -1.2149  0.123
H  -1.7271  -4.8611  1.4410  0.124
C  1.8926  2.2402  2.2749  -0.056
C  2.3000  0.8946  2.8259  -0.303
C  2.7853  0.8109  4.1297  -0.040
C  3.3005  -0.3741  4.6329  -0.064
C  3.3659  -1.4965  3.8211  -0.069
C  2.8785  -1.4324  2.5214  -0.113
C  2.3085  -0.2576  2.0289  -0.298
Sb  1.5395  -0.0625  0.0400  1.700
C  3.2843  0.9411  -0.6801  -0.322
C  4.5015  0.2788  -0.5147  -0.112
C  5.6849  0.8660  -0.9337  -0.067
C  5.6526  2.1287  -1.5129  -0.061
C  4.4446  2.7893  -1.6710  -0.037
C  3.2430  2.2091  -1.2611  -0.305
C  1.9458  2.9434  -1.5029  -0.062
C  1.9182  -1.9718  -0.8357  -0.303
C  1.7494  -3.1313  -0.0821  -0.144
C  1.9559  -4.3881  -0.6329  -0.070
C  2.3360  -4.4910  -1.9616  -0.085
C  2.4564  -3.3448  -2.7347  -0.045
C  2.2362  -2.0748  -2.2010  -0.281
C  2.3544  -0.8738  -3.1110  -0.046
H  1.6215  2.9267  3.0787  0.084
H  1.0443  2.1677  1.5915  0.025
H  2.7233  2.6879  1.7191  0.094
H  2.7737  1.6996  4.7538  0.118
H  3.6748  -0.4129  5.6489  0.111
H  3.7991  -2.4175  4.1925  0.110
H  2.9521  -2.3117  1.8977  0.078
H  4.5306  -0.7066  -0.0597  0.107
H  6.6257  0.3450  -0.8045  0.111
H  6.5716  2.6009  -1.8369  0.111
H  4.4270  3.7768  -2.1209  0.117
H  2.1154  4.0209  -1.5440  0.087
H  1.2061  2.7477  -0.7230  0.037
H  1.5032  2.6377  -2.4576  0.084
H  1.4504  -3.0526  0.9531  0.059
H  1.8281  -5.2797  -0.0294  0.112
H  2.5206  -5.4642  -2.4025  0.115
H  2.7222  -3.4324  -3.7835  0.121
H  2.2213  -1.1693  -4.1519  0.088
H  3.3307  -0.3966  -3.0167  0.084
H  1.5967  -0.1161  -2.8896  0.051

Results
frontier orbital gap (alpha / beta)	4.9 / 4.9	eV
net charge	+1
HOMO energy (alpha / beta)	-0.35323 / -0.35321	hartree

---

(5)
Here is the molecule C8H11N at a distorted geometry from the Open Molecules 2025 dataset. Energies are from ωB97M-V/def2-TZVPD.

Each line ends with the natural charge from an NBO analysis.
Positions of all 20 atoms, in Å:
C  -1.3867  1.6940  -0.1069  -0.627
C  -1.2588  0.3903  -0.7299  -0.410
C  0.1869  -0.0925  -0.6380  -0.222
C  0.3929  -1.3216  -1.5458  -0.621
C  0.6315  -0.3386  0.8012  -0.123
C  -0.2171  -1.5508  1.5144  0.250
N  -0.7564  -2.3493  2.1046  -0.360
C  2.0624  -0.2114  1.3335  -0.144
C  1.2322  0.7486  1.7041  -0.146
H  -0.3638  2.2205  -0.0074  0.195
H  -1.5860  1.6142  0.9595  0.212
H  -2.0523  2.4885  -0.5276  0.225
H  -1.9340  -0.4884  -0.3124  0.226
H  -1.2688  0.5290  -1.8836  0.209
H  0.7695  0.8048  -1.0208  0.211
H  -0.4165  -1.9339  -1.8239  0.222
H  1.1538  -1.9615  -1.0828  0.209
H  0.8882  -0.9668  -2.4216  0.216
H  2.9319  -0.8267  1.3404  0.243
H  0.9912  1.5515  2.3431  0.236

Results
SMILES	CC[C@H](C)C1(C#N)C=C1
frontier orbital gap	11.2	eV
relative energy (zero: lowest compared OMol25 entry of this formula, charge and spin)	62.95	kcal/mol
HOMO energy	-0.38008	hartree

---

(6)
Here is a structure of composition C21H37MnN4O4 at a distorted geometry from the Open Molecules 2025 dataset. Energies are from ωB97M-V/def2-TZVPD.

Each line ends with the Löwdin charge.
Positions of all 67 atoms, in Å:
Mn  -0.0418  -0.2536  0.0376  1.259
C  -4.7217  -5.2111  -0.0837  -0.017
O  -5.3895  -3.9475  -0.0776  -0.007
C  -4.7007  -2.8321  -0.0513  -0.246
C  -5.4727  -1.6424  -0.0299  0.043
C  -4.8550  -0.4388  -0.0003  0.021
C  -3.4377  -0.3241  0.0137  -0.083
C  -2.7604  0.9089  0.0263  -0.284
C  -3.4634  2.2272  0.0235  0.045
O  -1.4818  0.9946  0.0323  -0.074
C  -2.6618  -1.5288  0.0021  -0.240
O  -1.3399  -1.5006  0.0262  -0.178
C  -3.3104  -2.7573  -0.0417  0.079
H  -5.5082  -5.9574  -0.0897  0.108
H  -4.1113  -5.3328  0.8124  0.106
H  -4.1083  -5.3237  -0.9790  0.106
H  -6.5493  -1.7371  -0.0408  0.140
H  -5.4721  0.4460  0.0156  0.120
H  -4.5404  2.1385  0.0156  0.080
H  -3.1442  2.7946  -0.8523  0.113
H  -3.1574  2.7945  0.9042  0.111
H  -2.7160  -3.6587  -0.0679  0.107
C  3.6220  0.4453  -0.6473  -0.067
N  2.8168  -0.5423  0.0684  -0.289
C  2.8945  -0.3330  1.5158  -0.075
C  3.2946  -1.8741  -0.2904  -0.195
C  2.4397  -2.9630  0.3183  -0.190
N  1.0159  -2.7649  0.0446  -0.283
C  0.7400  -2.9289  -1.3872  -0.075
C  0.2618  -3.7370  0.8362  -0.060
H  4.6895  0.3428  -0.4145  0.110
H  3.3156  1.4524  -0.3778  0.070
H  3.4933  0.3101  -1.7213  0.097
H  3.8799  -0.6053  1.9153  0.111
H  2.1352  -0.9319  2.0270  0.083
H  2.7205  0.7171  1.7401  0.074
H  4.3291  -2.0125  0.0529  0.140
H  3.3010  -1.9553  -1.3780  0.120
H  2.5830  -2.9951  1.3985  0.120
H  2.7674  -3.9313  -0.0800  0.142
H  1.1109  -3.8905  -1.7619  0.113
H  1.2196  -2.1296  -1.9562  0.085
H  -0.3320  -2.8924  -1.5667  0.082
H  0.5300  -4.7647  0.5648  0.113
H  -0.8015  -3.6021  0.6803  0.054
H  0.4773  -3.5942  1.8944  0.103
C  0.6558  2.7114  2.3400  -0.003
N  1.1580  3.2791  1.0968  -0.048
C  1.5181  4.6967  1.1511  -0.124
C  2.4929  5.0192  0.0382  -0.130
C  1.8709  4.5963  -1.2764  -0.123
N  1.4764  3.1885  -1.2063  -0.057
C  1.3305  2.5073  -2.4861  0.000
C  1.1893  2.5797  -0.0469  -0.421
O  0.9946  1.3158  -0.0296  -0.183
H  -0.1917  3.3040  2.6883  0.108
H  1.4284  2.7317  3.1093  0.107
H  0.3280  1.6896  2.1909  0.071
H  1.9670  4.8882  2.1253  0.136
H  0.6175  5.3123  1.0690  0.141
H  3.4288  4.4795  0.1961  0.130
H  2.7153  6.0841  0.0281  0.134
H  2.5862  4.6987  -2.0921  0.136
H  1.0010  5.2148  -1.5149  0.141
H  0.6269  3.0612  -3.1093  0.108
H  0.9572  1.5015  -2.3381  0.079
H  2.2889  2.4625  -3.0043  0.104

Results
⟨S²⟩	6.114
frontier orbital gap (alpha / beta)	6.0 / 7.2	eV
net charge	+2
relative energy (zero: lowest compared OMol25 entry of this formula, charge and spin)	62.80	kcal/mol
HOMO energy (alpha / beta)	-0.53177 / -0.53362	hartree
2S+1	5